(1)
144
Properties=species:S:1:pos:R:3 method="wB97M-V/def2-TZVPD" fmax_ev_per_a=7.67 e_tot_ev=-126082.924 de_lowest_kcal_mol=133.1 orbital_gap_ev=8.45 smiles="CCP(CC)[C@@]1(S(=O)(=O)C(F)(F)C(F)(F)F)C(=O)N[C@](CC(=O)Cl)(B(C)O)[C@H]1CCCCO.CN(C)C=O.CN(C)C=O.CN(C)C=O.CN(C)C=O.CN(C)C=O.CN(C)C=O.CN(C)C=O"
Cl -3.1331 -2.8055 -1.6794
S 2.5587 3.0131 -1.3413
P 2.3114 0.0678 -0.3005
F 1.8427 4.5199 -4.0013
F 4.5303 4.3937 -2.4232
F 2.6730 2.6819 -5.0203
F 3.9215 4.5434 -4.8576
F 4.6007 2.2249 -3.0241
O -0.7348 5.6618 2.1046
O 2.1916 -0.2811 5.1135
O 1.0373 -2.6525 -7.0504
O 1.6927 4.2334 -1.0722
O -6.7698 -2.5664 3.6453
O 2.4344 -4.8317 7.9387
O 3.4576 2.8935 -0.1207
O -1.8261 1.4205 -4.7717
O -5.6823 -4.7075 -1.2943
O -3.6347 2.1908 3.7558
O -3.2886 -0.3082 -0.8654
O 8.0340 1.9392 -8.5231
O 2.5633 0.1578 -3.4877
N 4.1815 -5.2310 6.5091
N 0.2919 0.5741 -3.4480
N 2.9882 -1.4650 -7.2429
N -5.0150 -3.3848 2.4190
N -5.7603 2.9061 4.2196
N 1.0097 -0.5924 7.0516
N 6.9596 3.5319 -7.2748
N -7.7257 -3.7287 -1.6438
C -2.5142 -1.0837 -1.4352
C 1.8755 -1.9000 -6.5894
C -6.6393 3.6465 5.1017
C -0.5211 3.0859 0.8842
C -4.7341 -4.4418 3.3704
C 5.1983 0.1961 0.3160
C -6.3681 -3.7952 -1.7198
C -0.7402 1.7413 0.0442
C 7.3536 2.2613 -7.5682
C -1.0408 -0.7607 -1.9333
C -6.0425 -2.5282 2.6694
C 6.1460 3.8362 -6.1142
C 3.6957 3.2995 -2.7930
C 1.6095 0.6710 -2.8623
C 4.1024 -0.3519 -0.7163
C 0.0031 1.7070 -1.3672
C -0.0770 -0.1613 7.9071
C -1.2265 4.5842 2.9575
C 1.3370 -0.9409 2.1410
C -6.3210 2.2614 3.0473
C 7.3667 4.6131 -8.1507
C -8.4479 -4.8155 -1.0104
C -1.6357 3.3516 1.9944
C 3.3981 -6.1105 5.6629
C -4.4245 2.7964 4.4562
C 5.5678 -4.9818 6.1700
C -4.1934 -3.2720 1.2298
C 3.9390 -0.5669 -6.6207
C 3.5908 -4.6651 7.5977
C -0.8033 0.7548 -2.4029
C 1.8197 -1.7247 7.4604
C 1.2941 0.0311 5.8771
C 1.5914 1.4148 -1.4157
C 3.2277 -1.9142 -8.6007
C -3.2264 2.3085 -2.7488
C 2.9816 3.7331 -4.1573
C -8.4710 -2.6062 -2.1758
C 2.0355 0.3984 1.5325
B -1.9645 1.4855 -3.3311
H -1.8677 1.6975 -0.1861
H -3.8884 -5.0425 3.0348
H 1.3239 1.2489 1.7723
H 1.7927 -1.4981 -5.5661
H -7.8013 -1.8687 -2.6203
H -0.5965 0.6957 7.4760
H -2.6278 3.6727 1.5089
H -5.9206 -2.9206 -2.2189
H -3.4000 2.2037 -1.6326
H 4.0033 0.3498 -7.2133
H 3.2977 -3.0045 -8.6109
H -0.3303 -1.0106 -1.0659
H -8.2357 -5.7456 -1.5429
H 5.2165 4.2969 -6.4456
H 6.0300 -4.3055 6.8904
H -6.1262 1.1876 3.1009
H 2.3886 -1.6119 -9.2320
H 4.4394 -0.0509 -1.7579
H -6.1682 -1.7649 1.8839
H -5.8372 2.6604 2.1525
H 3.6306 -0.3150 -5.6048
H 0.1334 -0.1641 -4.1415
H 6.9888 4.4208 -9.1576
H 6.1109 -5.9302 6.1699
H 1.7549 -2.5037 6.6983
H 0.2416 5.5930 2.0231
H -3.1590 3.4117 -3.0763
H -4.5070 -3.9983 4.3430
H -7.1148 4.4524 4.5372
H 2.5401 -5.5598 5.2700
H 6.9776 5.5651 -7.7885
H 0.5310 3.1932 1.3290
H 5.9162 2.9314 -5.5495
H 5.4911 1.2777 0.0658
H -4.5185 -2.4365 0.6099
H 4.1769 -1.5012 -0.6840
H 0.6198 0.8761 5.6624
H -5.6176 -5.0763 3.4732
H 4.9508 0.0379 1.4112
H -4.2711 -4.1963 0.6540
H -0.7998 -1.5287 -2.7531
H -2.1167 5.0013 3.5284
H -4.1757 1.9130 -3.2734
H 6.9903 1.5178 -6.8395
H -1.8263 2.4450 2.6485
H 1.4598 -1.0197 3.2688
H -9.5206 -4.6211 -1.0253
H -0.2471 2.7396 -1.8172
H -6.0833 4.0750 5.9367
H -8.1075 -4.9184 0.0227
H 8.4579 4.6527 -8.1885
H -7.3956 2.4367 2.9922
H 6.6915 4.5315 -5.4708
H -0.7844 -0.9853 8.0273
H 2.9757 0.5620 2.1476
H -0.5329 0.8284 0.7044
H 2.8615 -1.4056 7.5484
H 1.9177 -1.8331 1.6974
H 4.9183 -1.0515 -6.5880
H -0.3822 4.2970 3.6642
H -9.1632 -2.9679 -2.9403
H -9.0341 -2.1361 -1.3656
H 6.1571 -0.4147 0.1194
H 1.4746 -2.1183 8.4162
H 4.2734 -4.0161 8.1704
H 5.6162 -4.5324 5.1751
H -1.1442 2.0450 -5.0898
H 3.0317 -6.9495 6.2592
H 4.1516 -1.4838 -8.9880
H 4.0032 -6.4845 4.8367
H -3.1538 -3.1124 1.5299
H -7.4052 2.9710 5.4907
H 0.2563 -1.0498 1.7832
H -4.1030 3.3217 5.3703
H 0.3274 0.1190 8.8830
H -0.6077 3.9485 0.1251

(2)
134
Properties=species:S:1:pos:R:3 method="wB97M-V/def2-TZVPD" fmax_ev_per_a=3.02 e_tot_ev=-97518.643 orbital_gap_ev="8.48 / 9.29" spin_multiplicity=2
Cl 1.3550 0.8225 -1.5845
Cl -2.8222 0.4139 0.0504
O -2.6759 -3.5111 4.0624
O 8.3320 2.7199 -2.5368
O -0.4689 -5.0896 -9.4260
O 1.8808 3.9581 2.9452
O -3.2866 4.6329 4.5225
O 5.6178 -2.3576 -7.3543
O -0.0745 -7.3588 -3.5040
O -1.7042 -2.7539 -4.4992
O -5.2759 6.2177 9.1682
N -4.5104 6.3557 5.2599
N 0.5054 -3.8924 -11.0464
N -1.8252 -7.8719 -2.2090
N -2.9936 -4.3203 2.0006
N 6.3045 2.0892 -1.8298
N 6.2852 -0.4911 -6.3153
N 1.3497 2.8447 3.3629
N 0.3238 -2.4605 -5.4058
N -6.4957 7.9366 9.9206
C 0.9801 -2.6975 -11.7131
C -0.1169 2.7588 3.1234
C -5.0237 7.3037 6.2272
C -0.0642 0.7533 -0.4313
C 7.0351 0.3086 -5.3668
C 1.6432 -2.8444 -5.8640
C 7.2304 4.2246 -1.0381
C -0.2531 -0.3642 1.8786
C -0.1328 -3.9928 -9.8483
C -7.0049 8.8797 10.8955
C 2.0985 1.6357 2.9219
C -0.6308 -3.2435 -4.8316
C 5.0579 2.1936 -1.0991
C -1.2062 -9.3963 -4.0374
C -3.6169 5.3510 5.4589
C 7.3440 2.9667 -1.8580
C 1.7537 1.1290 1.4539
C -1.5888 0.3442 -2.5272
C -0.3195 -4.7013 -4.6269
C 3.6489 2.0954 2.8530
C -5.0422 6.7306 11.4931
C 0.1901 0.9626 1.1403
C 6.3243 -1.8385 -6.5011
C 7.2523 -2.6457 -5.6319
C -0.5406 2.2716 1.6718
C -0.4015 -2.7245 -9.0816
C -3.2565 -5.3273 0.9943
C -0.6778 4.2680 3.2507
C 2.1009 0.4565 4.0295
C -2.9494 -8.6577 -1.7443
C -0.8868 -1.1707 2.5540
C -2.9074 -4.4784 3.3482
C -5.6018 6.9296 10.1097
C -0.9810 -8.1362 -3.2443
C -0.9163 1.9472 4.2648
C -3.0630 5.1619 6.8452
C -3.1033 -5.8599 3.9135
C -1.3159 0.5152 -0.9775
H 4.9966 3.1086 -0.5151
H -0.4560 -9.4644 -4.8238
H 4.9777 1.3313 -0.4336
H -3.8490 -8.0414 -1.8045
H 0.5428 -4.8129 -3.9680
H -0.4266 4.8762 2.3189
H -3.0047 -5.8218 4.9974
H -1.0422 -2.0604 -9.6654
H -3.3941 -6.3148 1.4280
H 2.2789 1.8523 0.7446
H -1.5235 -1.7710 3.2676
H -0.6720 0.0959 -3.1269
H -0.7060 2.4920 5.2457
H 7.6223 1.0394 -5.9253
H 6.9774 -2.5334 -4.5812
H 0.6495 -4.7831 -11.4993
H -1.6708 2.2171 1.6687
H -2.4128 -5.3489 0.3009
H -2.2717 -0.5695 -2.6084
H 1.7139 -2.6150 -6.9288
H -4.3464 5.8928 11.4820
H -6.8254 8.0067 8.9687
H 1.4168 0.6687 4.8987
H 0.7737 -1.7979 -11.1390
H -6.5854 8.7144 11.8844
H 7.1699 -3.6982 -5.8993
H -4.1578 -5.0414 0.4483
H 0.5400 -2.2277 -8.8387
H 7.1251 3.9763 0.0199
H 8.2854 -2.3291 -5.7883
H -2.1976 1.2076 -2.9361
H -2.8507 -3.3666 1.6978
H -4.7747 8.3113 5.8845
H -4.6096 7.1452 7.2184
H 1.8455 -3.9004 -5.7060
H -2.0169 2.1202 4.0354
H -2.5253 6.0582 7.1611
H 3.1481 0.3562 4.4747
H -6.7576 9.8889 10.5601
H -0.2259 4.7430 4.1675
H -3.0901 -9.5608 -2.3327
H 4.2712 1.1502 2.7463
H -1.6104 -7.0111 -1.7269
H 5.6410 -0.0206 -6.9340
H -2.7731 -8.9280 -0.7008
H -0.6394 0.8565 4.3062
H -1.1094 -10.2707 -3.3905
H 3.8546 2.7072 1.9149
H 2.0574 -2.7923 -11.8645
H 6.4548 1.2722 -2.4030
H 1.8863 -0.5599 3.5589
H -2.1939 -9.3772 -4.5025
H -1.8059 4.2551 3.3514
H -4.8360 6.4195 4.3063
H 3.9744 2.6240 3.7930
H 7.6975 -0.2936 -4.7503
H 6.3230 0.8361 -4.7285
H -5.8464 6.5028 12.1955
H -4.5023 7.6241 11.8130
H -8.0909 8.7764 10.9398
H -2.3435 -6.5386 3.5209
H 6.3773 4.8174 -1.3742
H -0.2763 3.1046 0.9330
H 4.2373 2.1650 -1.8189
H 0.0422 -1.4965 -5.5100
H 2.2367 0.1069 1.3177
H -6.1102 7.1985 6.2663
H -4.1019 -6.2282 3.6700
H 8.1344 4.8185 -1.1647
H -3.8694 4.9389 7.5461
H -1.1727 -5.1899 -4.1617
H -0.1270 -5.1836 -5.5873
H -0.9140 -2.9664 -8.1511
H 2.3787 -2.2470 -5.3212
H 0.4895 -2.6279 -12.6863
H -2.3661 4.3244 6.8421

(3)
127
Properties=species:S:1:pos:R:3 method="wB97M-V/def2-TZVPD" fmax_ev_per_a=1.28 e_tot_ev=-145417.090 orbital_gap_ev=7.72 charge=-1
Ga 2.2860 0.4977 -2.1433
Cl 3.5252 -0.4133 -3.7175
S 4.7021 -0.2134 0.3069
P 3.6155 1.2725 -0.3281
F 1.9351 3.1723 -3.1309
F -3.2179 -0.0238 -1.4741
F 0.5185 1.7666 -4.0796
F -2.9431 0.2402 0.6734
F -4.2710 1.5614 -0.4139
O 1.2249 -0.8118 -1.4273
O 2.6893 1.9055 0.8403
O 4.5551 2.5396 -0.7431
C 5.1258 7.3946 -4.6133
C -2.4204 -6.4900 -1.0532
C -2.0727 -7.4126 7.5679
C -1.1474 -5.9255 -0.4253
C 2.4927 -2.6491 3.1151
C -1.8622 3.0046 0.0100
C 3.1087 7.6969 -2.2412
C -2.3336 4.8133 -5.6782
C -2.0908 3.4423 -5.0498
C -3.2655 2.9339 -4.2191
C 2.0497 -1.1943 3.2634
C 0.5575 -1.0010 3.5347
C -0.4516 -5.5369 6.8675
C -3.5641 -6.6679 -0.0588
C -3.0751 0.9093 -0.5024
C 0.0898 2.4173 -1.8855
C -1.3802 -6.6692 6.4269
C -2.2288 -3.7085 6.9808
C -0.8102 3.8743 -0.1901
C 2.8561 -3.1048 5.6059
C 0.1640 3.5849 -1.1360
C -1.9414 1.8437 -0.7513
C -1.7862 -3.4546 -0.7829
C -0.8320 -3.2166 -1.9500
C -2.1798 4.1323 -8.7211
C -3.3991 3.8962 -7.8348
C 2.1716 -3.5403 4.3131
C -1.2978 -4.5313 0.1853
C 4.2620 6.2688 -4.0511
C -1.1038 -8.1101 8.5185
C 2.9509 6.7531 -3.4368
C 3.9247 7.1221 -1.0839
C -1.1128 -4.4495 7.7120
C -0.3378 -1.5299 2.4170
C 3.3086 5.8570 -0.4992
C 1.1537 2.0439 -2.8758
C -3.5012 4.8737 -6.6652
C -0.9751 1.5457 -1.6912
H -3.0431 -4.3785 6.7005
H -4.3045 3.9866 -8.4419
H 4.0251 5.5644 -4.8513
H 2.1101 7.9576 -1.8754
H 2.5456 -2.1039 5.9092
H -0.8029 -6.6136 0.3546
H 2.6224 -0.7114 4.0607
H -4.4391 4.6921 -6.1329
H 2.3641 7.2645 -4.2070
H 4.9460 6.9097 -1.4113
H -2.7457 -8.1579 7.1361
H 2.0347 -3.0801 2.2208
H 3.5706 -2.6625 2.9301
H -2.1598 3.4309 -9.5565
H -1.2098 3.5046 -4.4117
H -2.1405 -6.2744 5.7479
H -0.1032 -1.0427 1.4679
H -2.7059 -6.7232 8.1332
H 4.5852 7.9522 -5.3817
H 2.4801 -4.5634 4.0791
H 3.9041 5.4817 0.3346
H -4.4445 -7.0946 -0.5427
H -3.2718 -7.3377 0.7535
H 5.4266 8.1006 -3.8371
H -1.4166 5.1405 -6.1762
H 4.8332 5.7016 -3.3118
H -3.5731 5.8927 -7.0612
H 6.0365 7.0005 -5.0666
H -0.2169 -2.6051 2.2774
H 2.2964 6.0512 -0.1335
H -1.3919 -1.3450 2.6321
H -2.1903 5.1438 -9.1340
H -0.0217 -5.0736 5.9746
H -0.4837 -8.8300 7.9803
H -2.7844 -3.7091 -1.1548
H 3.5638 8.6371 -2.5668
H 0.3690 0.0683 3.6635
H -0.3275 -4.2254 0.5876
H -1.2495 4.0054 -8.1669
H -2.6535 -2.9222 7.6063
H 0.3933 -5.9534 7.4235
H 4.0092 7.8837 -0.3036
H 2.8917 2.8327 1.0121
H -0.3580 -5.9073 -1.1805
H -0.7979 -7.3850 5.8384
H 5.2686 2.1284 -1.2493
H -0.3444 -3.7302 8.0070
H -4.1681 2.8067 -4.8208
H -2.5171 5.5411 -4.8808
H -3.3843 2.8693 -7.4610
H 1.1046 -0.6348 -0.4909
H 3.2597 5.0583 -1.2407
H 0.9872 4.2634 -1.2929
H 2.6128 -3.7872 6.4237
H -1.8442 2.7105 -5.8234
H 0.2780 -1.4744 4.4826
H 3.9414 -3.0990 5.4866
H -1.5011 -4.8769 8.6413
H -0.4393 -7.3985 9.0104
H -0.7181 -4.1106 -2.5685
H -1.9012 -2.5206 -0.2251
H -3.0327 1.9671 -3.7713
H -1.8508 -3.2413 6.0691
H -3.4969 3.6277 -3.4068
H -1.9767 -4.5788 1.0431
H -1.1955 -2.4155 -2.5940
H 2.3616 5.8809 -3.1426
H -1.0265 0.6369 -2.2712
H -1.6402 -8.6504 9.3000
H -2.7465 -5.8461 -1.8740
H -0.7577 4.7820 0.3915
H -2.1857 -7.4592 -1.5027
H 2.3178 -0.6664 2.3443
H 1.0888 -3.5767 4.4687
H -2.6186 3.2131 0.7505
H -3.8624 -5.7163 0.3830
H 0.1495 -2.9142 -1.5891